Run A
Below is a 8-piece molecular cluster, C20H60N4O8 overall, with properties calculated with the ωB97M-V functional and the def2-TZVPD basis.

XYZ file:
```
92
Properties=species:S:1:pos:R:3:lowdin_charge:R:1
C -4.72500 3.88495 0.87613 -0.091
O -3.96062 2.95375 1.64848 -0.204
C -3.25389 2.07114 0.83513 -0.236
C -2.32585 1.24524 1.76000 -0.382
C -1.49716 2.20329 2.66454 -0.053
N -1.42532 0.47059 0.87845 0.074
H -5.29606 3.41914 0.10265 0.069
H -4.12202 4.64082 0.39596 0.079
H -5.35815 4.43227 1.63436 0.107
H -4.03330 1.42675 0.31804 0.129
H -2.68763 2.62043 0.00901 0.138
H -2.97697 0.67339 2.39734 0.131
H -0.91715 2.89642 2.07359 0.067
H -0.78749 1.62975 3.32047 0.063
H -2.13390 2.75622 3.43127 0.095
H -0.94167 -0.18609 1.46359 0.017
H -0.71600 1.15742 0.52783 0.093
C -4.87925 -3.06229 -2.98518 -0.133
O -4.45199 -1.91591 -2.35936 -0.198
C -3.21549 -1.36516 -2.73671 -0.231
C -2.93465 -0.02090 -2.08764 -0.383
C -3.94061 1.07260 -2.60222 -0.037
N -1.50821 0.27051 -2.35986 0.067
H -4.00969 -3.72206 -3.19704 0.090
H -5.33285 -2.75519 -3.92858 0.086
H -5.57482 -3.59196 -2.28833 0.102
H -2.42588 -2.04043 -2.38005 0.117
H -3.14423 -1.25576 -3.84641 0.138
H -3.00813 -0.11595 -0.99953 0.102
H -4.96268 0.95149 -2.21185 0.078
H -3.88669 1.04539 -3.72649 0.093
H -3.65843 2.04562 -2.25600 0.043
H -0.93604 -0.37269 -1.83386 0.058
H -1.16910 0.12579 -3.26613 0.066
C 2.51489 3.89936 0.44246 -0.078
O 2.63898 2.48342 0.38935 -0.203
C 3.13617 1.89712 1.52691 -0.254
C 4.64617 2.04982 1.80539 -0.469
C 5.41548 1.54400 0.64800 -0.054
N 4.83159 1.41185 3.07849 0.039
H 3.49159 4.32755 0.63151 0.072
H 1.79010 4.23806 1.23722 0.103
H 2.15006 4.23476 -0.57109 0.103
H 2.68108 2.29233 2.43294 0.114
H 2.90984 0.75146 1.48550 0.129
H 4.86534 3.09685 1.99670 0.134
H 6.47549 1.84750 0.69238 0.089
H 5.11353 2.04335 -0.25118 0.078
H 5.34940 0.49407 0.60792 0.062
H 5.47747 1.90531 3.68103 0.076
H 5.13179 0.43818 3.01588 0.080
C 1.59189 -0.72427 3.73447 -0.049
O 1.30437 -1.47361 2.50793 -0.205
C 0.08353 -2.14719 2.62318 -0.223
C -0.24090 -2.89253 1.29541 -0.405
C -1.74391 -3.20176 1.12179 -0.042
N 0.60572 -4.07859 1.16437 0.033
H 1.72056 -1.45782 4.54315 0.090
H 0.73840 -0.03313 3.92390 0.082
H 2.52284 -0.16514 3.60652 0.061
H 0.06582 -2.87827 3.44451 0.131
H -0.72090 -1.42445 2.78017 0.103
H -0.02128 -2.25798 0.49875 0.083
H -2.25056 -2.29607 0.70286 0.071
H -2.27854 -3.37334 2.08354 0.086
H -1.81853 -4.00462 0.33590 0.088
H 0.77662 -4.55324 2.07795 0.111
H 0.10722 -4.81188 0.63330 0.096
C 3.96958 -3.08378 1.33543 -0.158
O 3.14231 -3.51957 0.27056 -0.142
H 5.00778 -3.27393 1.12699 0.069
H 3.96442 -2.07063 1.63993 0.042
H 3.76672 -3.65239 2.24490 0.081
H 2.32674 -3.92499 0.63817 0.021
C 0.55734 -2.88295 -4.20747 -0.136
O 1.27520 -1.59190 -4.18813 -0.154
H 0.95539 -3.45163 -5.08384 0.080
H 0.78046 -3.50933 -3.33176 0.069
H -0.53736 -2.73775 -4.28211 0.060
H 1.40518 -1.51235 -3.22688 0.014
C 0.18923 3.24975 -3.05313 -0.156
O -0.42799 2.90034 -1.81461 -0.177
H -0.51252 3.11390 -3.89497 0.083
H 0.39497 4.27976 -3.13255 0.058
H 1.01318 2.64499 -3.16749 0.046
H -0.82430 2.00572 -1.95626 0.011
C 1.76708 -0.27678 -0.86137 -0.124
O 1.46946 -1.60980 -1.29139 -0.142
H 2.85999 0.03034 -0.86276 0.102
H 1.18788 0.39739 -1.50102 0.066
H 1.39981 -0.08267 0.17087 0.058
H 2.00501 -2.21147 -0.76988 0.042
```

Results
Charge: 0
HOMO energy in eV: -9.1385
HOMO-LUMO gap in eV: 9.747



Run B
Below is a 8-piece molecular cluster, C20H60N4O8 overall, with properties calculated with the ωB97M-V functional and the def2-TZVPD basis.

XYZ file:
```
92
Properties=species:S:1:pos:R:3:lowdin_charge:R:1
C 10.56942 13.82740 9.75996 -0.090
O 10.32459 14.20490 11.10991 -0.185
C 10.20000 13.16774 12.05142 -0.190
C 8.86840 12.43598 11.99062 -0.447
C 7.67922 13.15452 12.58923 -0.048
N 9.03809 11.17252 12.64525 0.061
H 9.78884 13.20462 9.32296 0.055
H 11.47606 13.22886 9.67153 0.066
H 10.59060 14.74798 9.17670 0.097
H 11.05790 12.52490 11.85438 0.103
H 10.44241 13.55700 13.04027 0.132
H 8.58865 12.19782 10.96440 0.105
H 7.78006 13.32432 13.66120 0.078
H 6.76480 12.61404 12.34466 0.073
H 7.56382 14.15194 12.16501 0.078
H 9.82274 10.70148 12.21800 0.034
H 8.25440 10.58300 12.40356 0.046
C 6.78562 8.66104 11.31053 -0.106
O 7.34170 9.74222 10.60142 -0.196
C 7.70830 9.37838 9.30872 -0.195
C 8.17868 10.65942 8.57223 -0.399
C 7.02732 11.73666 8.51414 -0.031
N 8.56760 10.35652 7.21241 0.050
H 7.44400 7.84020 11.59487 0.083
H 6.03428 8.13934 10.71773 0.085
H 6.24880 8.99512 12.19841 0.091
H 8.54639 8.68800 9.40394 0.104
H 6.88878 8.93606 8.74231 0.131
H 9.03120 11.11468 9.07626 0.103
H 6.52460 11.86388 9.47289 0.066
H 6.25154 11.48242 7.79189 0.073
H 7.45606 12.70858 8.26989 0.073
H 9.19316 9.56382 7.23241 0.029
H 7.74746 10.01432 6.73243 0.085
C 14.32172 13.46540 11.95845 -0.085
O 15.40282 12.61340 11.59434 -0.180
C 15.14472 11.23648 11.81116 -0.206
C 16.47520 10.45190 11.87139 -0.448
C 17.20228 10.48240 10.53407 -0.052
N 16.23093 9.11350 12.37688 0.029
H 14.03572 13.32106 13.00030 0.085
H 13.42112 13.21812 11.39643 0.068
H 14.64176 14.48856 11.76141 0.094
H 14.63486 11.12158 12.76769 0.107
H 14.53108 10.72274 11.07116 0.119
H 17.05062 10.94642 12.65398 0.132
H 18.10282 9.86884 10.55954 0.072
H 17.48736 11.50814 10.30017 0.078
H 16.58000 10.12846 9.71213 0.079
H 16.02166 9.17974 13.36273 0.068
H 17.10366 8.60702 12.42095 0.066
C 12.43550 8.90656 13.70773 -0.106
O 12.07576 7.93954 14.65701 -0.171
C 10.84224 8.19112 15.25455 -0.179
C 9.53050 7.85262 14.37859 -0.402
C 8.20804 8.37242 15.01293 -0.056
N 9.40964 6.44770 14.17347 0.020
H 13.21382 8.56404 13.02582 0.080
H 12.85824 9.76617 14.22780 0.083
H 11.54056 9.27434 13.20581 0.063
H 10.86764 7.63968 16.19442 0.122
H 10.74194 9.19060 15.67771 0.121
H 9.59830 8.30360 13.38858 0.103
H 8.17830 9.45178 14.86399 0.066
H 8.17422 8.13374 16.07594 0.075
H 7.31984 7.89310 14.60127 0.065
H 9.34380 6.01504 15.08373 0.088
H 8.44166 6.22400 13.99166 0.074
C 12.04092 5.98602 11.47720 -0.106
O 10.84282 6.75822 11.66525 -0.163
H 12.40110 6.26152 10.48601 0.072
H 12.83036 6.29318 12.16317 0.072
H 11.83898 4.91599 11.52586 0.082
H 10.37214 6.48706 12.45679 0.021
C 10.10618 6.82464 7.62152 -0.157
O 10.28820 7.93124 6.80607 -0.135
H 9.89128 7.15214 8.63870 0.063
H 9.34205 6.20414 7.15334 0.086
H 10.99398 6.20416 7.74370 0.083
H 10.97938 7.73314 6.16998 0.093
C 12.01402 11.40274 6.38183 -0.137
O 11.04906 12.06512 7.20803 -0.142
H 13.00798 11.25640 6.80462 0.076
H 11.54900 10.42252 6.27676 0.058
H 12.14566 11.85344 5.39814 0.073
H 10.23752 11.56312 7.10303 0.012
C 11.63224 9.76008 9.61209 -0.100
O 10.92614 9.44737 10.83201 -0.158
H 12.45078 9.05502 9.46727 0.085
H 10.95104 9.71116 8.76257 0.047
H 12.01438 10.76560 9.78821 0.071
H 10.87310 8.49554 10.94521 0.018
```

Results
Charge: 0
HOMO energy in eV: -8.5680
HOMO-LUMO gap in eV: 9.021



According to the calculations, the structures order from most to least stable as run B, run A.



Run A
Below is a 2-piece molecular cluster, C2H8NO4 overall, with properties calculated with the ωB97M-V functional and the def2-TZVPD basis.

XYZ file:
```
15
Properties=species:S:1:pos:R:3:nbo_charge:R:1
C 1.19812 -0.14156 0.72863 -0.420
C -1.44910 -0.10030 -0.75530 1.026
N 0.29448 0.81981 0.08701 -0.718
O -2.40035 0.59019 -0.14941 -0.665
O -1.25813 0.15834 -2.02092 -0.591
O -1.85839 -1.43813 1.05210 -0.317
O -1.17477 -1.32060 -0.25493 -0.279
H 2.18164 0.27428 0.85383 0.228
H 0.71376 -0.30687 1.68229 0.206
H 1.11316 -1.05034 0.18349 0.222
H 0.16143 1.73146 0.56491 0.402
H 0.72304 1.05754 -0.70070 0.364
H -2.80577 0.23037 0.68527 0.553
H -1.20300 1.10858 -2.03826 0.515
H -1.71703 -2.24654 1.37802 0.472
```

Results
Charge: +1
HOMO energy (alpha / beta) in eV: -12.8117 / -15.4771
HOMO-LUMO gap (alpha / beta) in eV: 9.496 / 7.512
Spin multiplicity: 3



Run B
Below is an isolated ion of composition C2H8NO4 and charge +1, with properties calculated with the ωB97M-V functional and the def2-TZVPD basis.

XYZ file:
```
15
Properties=species:S:1:pos:R:3:nbo_charge:R:1
C 1.11032 -0.44658 0.53087 -0.288
C -0.32743 -0.62169 0.04033 0.737
N 1.64493 0.73215 -0.18442 -0.686
O -0.33860 -0.74763 -1.29751 -0.703
O -1.02681 -1.46507 0.78203 -0.659
O -2.24575 0.85095 -0.14569 -0.458
O -0.91953 0.92970 0.34043 -0.338
H 1.09223 -0.28309 1.60912 0.263
H 1.68086 -1.34837 0.30087 0.249
H 0.93905 1.48345 -0.04945 0.457
H 1.67739 0.51757 -1.19188 0.455
H 2.56873 1.02270 0.15316 0.451
H -1.23328 -0.84380 -1.65948 0.521
H -1.97830 -1.44851 0.58121 0.518
H -2.64382 1.66821 0.19040 0.479
```

Results
Charge: +1
HOMO energy (alpha / beta) in eV: -9.2616 / -15.4873
HOMO-LUMO gap (alpha / beta) in eV: 5.852 / 9.976
Spin multiplicity: 3



According to the calculations, the structures order from most to least stable as run B, run A.



Run A
Below is the molecule C6H7N3O2, with properties calculated with the ωB97M-V functional and the def2-TZVPD basis.

XYZ file:
```
18
Properties=species:S:1:pos:R:3:nbo_charge:R:1
C 0.98264 1.28088 -1.51648 -0.090
C -0.00826 1.46849 0.74803 0.429
C -0.10156 -2.69344 -3.54698 0.633
C 0.18541 0.79641 3.26837 -0.380
C -0.82240 -0.06495 2.46729 -0.352
C -0.61503 1.35024 2.02093 -0.358
N 0.34298 1.30976 -0.37815 -0.221
N 0.91904 0.25354 -2.33540 -0.177
N 0.12205 -0.69833 -2.28275 0.003
O -1.04500 -3.14215 -2.92427 -0.599
O 0.52750 -1.55464 -3.42942 -0.407
H 1.83384 2.03271 -1.73459 0.208
H 0.34267 -3.32406 -4.28912 0.110
H 0.00771 1.21322 4.29431 0.246
H 1.24027 0.83807 2.94780 0.237
H -0.53205 -0.82631 1.77922 0.238
H -1.78702 -0.20278 2.75581 0.227
H -1.59278 1.96333 2.15542 0.252
```

Results
Charge: 0
HOMO energy in eV: -7.7820
HOMO-LUMO gap in eV: 7.811



Run B
Below is C6H7N3O2 as an isolated structure, with properties calculated with the ωB97M-V functional and the def2-TZVPD basis.

XYZ file:
```
18
Properties=species:S:1:pos:R:3:nbo_charge:R:1
C 0.71118 -1.09725 -0.22739 0.191
C 1.84909 -0.46354 -0.11509 -0.320
C 1.75987 0.86622 0.32182 -0.146
C 0.67213 1.72217 0.29504 -0.283
C -0.60034 1.08469 -0.10256 0.229
C -0.64328 -0.27988 -0.16159 -0.059
H -0.02422 -2.78761 0.43665 0.386
H 1.71287 -2.80390 0.18322 0.364
H 2.85905 -1.05466 -0.52977 0.236
H 2.78104 1.39699 0.03158 0.219
H 0.72625 2.78650 0.58520 0.230
H -1.58310 2.96101 0.06446 0.411
H -2.50288 1.41850 -0.31700 0.403
N 0.82566 -2.49607 -0.59676 -0.768
N -1.75204 1.94755 -0.21837 -0.779
N -1.93150 -0.90996 0.05342 0.481
O -2.83745 -0.29430 -0.60758 -0.376
O -2.02232 -1.99645 0.90471 -0.420
```

Results
Charge: 0
HOMO energy in eV: -8.8400
HOMO-LUMO gap in eV: 7.637



According to the calculations, the structures order from most to least stable as run A, run B.



Run A
Below is the molecule C4H8N4O, with properties calculated with the ωB97M-V functional and the def2-TZVPD basis.

XYZ file:
```
17
Properties=species:S:1:pos:R:3:nbo_charge:R:1
H 0.65021 2.47820 -0.43042 0.352
N 1.11405 1.54884 -0.39389 -0.797
C 0.31186 0.63952 -0.04880 0.567
N 0.72454 -0.66729 0.19594 -0.400
C 2.03009 -1.03060 -0.05753 -0.424
C -0.39924 -1.47255 0.32387 -0.170
C -1.49809 -0.73992 0.23715 0.400
O -2.79082 -1.18523 0.37135 -0.659
N -1.15718 0.55873 0.08588 -0.303
N -2.09540 1.40667 -0.56983 -0.652
H 2.24633 -1.75118 -0.78821 0.198
H 2.42027 -0.06223 -0.40298 0.260
H 2.53620 -1.29496 0.93315 0.187
H -0.10803 -2.53541 0.37298 0.224
H -3.32070 -0.46494 0.71704 0.488
H -2.06373 2.46038 -0.17367 0.371
H -1.87482 1.42903 -1.55735 0.358
```

Results
Charge: 0
HOMO energy in eV: -7.1462
HOMO-LUMO gap in eV: 7.730



Run B
Below is the molecule C4H8N4O, with properties calculated with the ωB97M-V functional and the def2-TZVPD basis.

XYZ file:
```
17
Properties=species:S:1:pos:R:3:nbo_charge:R:1
H -1.95644 2.58431 -0.70210 0.362
N -2.15831 1.60922 -0.34143 -0.723
C -1.18487 0.81777 -0.52077 0.277
N -1.23592 -0.48392 -0.02216 -0.323
N -2.47582 -0.95965 0.53058 -0.653
C -0.17020 -1.41084 -0.17476 0.058
C 1.15545 -1.17333 -0.15394 -0.390
C 1.91814 0.07369 0.03201 0.622
N 1.47961 1.08550 0.84622 -0.836
O 3.00599 0.15571 -0.47129 -0.580
H -0.26616 0.95652 -1.16554 0.179
H -2.76862 -0.20437 1.30730 0.391
H -3.13596 -0.94537 -0.35893 0.368
H -0.53480 -2.46021 -0.17302 0.221
H 1.78064 -2.07869 -0.32797 0.246
H 2.29469 1.59088 1.23608 0.399
H 0.96072 0.70949 1.76685 0.383
```

Results
Charge: 0
HOMO energy in eV: -8.8209
HOMO-LUMO gap in eV: 9.449



According to the calculations, the structures order from most to least stable as run B, run A.



Run A
Below is an isolated ion of composition C9H20NO2 and charge +1, with properties calculated with the ωB97M-V functional and the def2-TZVPD basis.

XYZ file:
```
32
Properties=species:S:1:pos:R:3:nbo_charge:R:1
C -2.08858 -1.69187 -0.75384 -0.400
N -1.09674 -0.59662 -0.88632 -0.462
C -1.11325 0.40196 -2.04244 -0.441
C -0.93172 0.05938 0.45278 0.471
C -1.84017 1.25560 0.61120 -0.716
O -0.83651 -0.94027 1.41964 -0.559
C 0.55733 -0.73203 1.88014 -0.081
C 0.75996 0.51215 0.90912 -0.001
C 0.94257 1.72080 1.83633 -0.613
C 1.85185 0.49154 -0.05356 -0.470
C 2.42678 -0.82981 -0.61742 -0.065
O 1.39519 -1.60111 -1.25060 -0.759
H -3.01532 -1.28123 -0.75787 0.216
H -1.91169 -2.19485 -1.64878 0.212
H -1.88756 -2.42297 0.04229 0.271
H -0.10362 -0.97511 -1.22220 0.496
H -0.26711 0.98922 -2.19714 0.233
H -1.10353 -0.10902 -3.07735 0.243
H -2.04579 1.02748 -1.84507 0.239
H -2.91533 1.02780 0.77457 0.253
H -1.54700 2.03938 -0.00167 0.237
H -1.72274 1.73332 1.66922 0.258
H 1.35931 -1.45371 1.62215 0.193
H 0.32913 -0.51344 2.97854 0.218
H 0.12315 1.81292 2.45259 0.215
H 0.85039 2.53086 1.16318 0.205
H 1.97240 1.74157 2.32450 0.241
H 2.67255 0.99416 0.27422 0.238
H 1.59371 1.11015 -0.80438 0.216
H 3.26927 -0.53237 -1.14527 0.202
H 2.74143 -1.64074 0.05523 0.198
H 1.58165 -1.93312 -2.16180 0.511
```

Results
Charge: +1
HOMO energy in eV: -13.5434
HOMO-LUMO gap in eV: 10.858



Run B
Below is a 2-piece molecular cluster, C9H20NO2 overall, with properties calculated with the ωB97M-V functional and the def2-TZVPD basis.

XYZ file:
```
32
Properties=species:S:1:pos:R:3:nbo_charge:R:1
C 2.33369 1.96996 1.28525 -0.453
C 1.98611 1.36264 0.14118 0.122
C 2.09565 1.69254 -1.26558 -0.761
C -3.44420 1.09402 0.19351 -0.611
C 2.11503 -2.26119 0.27929 -0.433
C -0.09312 -2.76251 -0.50302 -0.408
C -2.01771 1.77698 0.37643 -0.448
C -1.08070 1.40205 -0.67700 -0.052
C 0.27522 -0.36322 0.45822 0.703
N 0.94011 -1.64793 -0.30017 -0.407
O -0.05417 -0.76054 1.72019 -0.718
O -0.61106 0.04767 -0.47659 -0.598
H 1.77254 1.86272 2.17158 0.244
H 3.00206 2.81088 1.16756 0.231
H 1.80901 2.75749 -1.32690 0.260
H 1.42489 1.06680 -2.03588 0.241
H 3.09350 1.61270 -1.66869 0.263
H -3.81494 0.65889 1.20090 0.225
H -4.15209 1.82767 -0.22454 0.229
H -3.13610 0.38080 -0.53801 0.198
H 2.88157 -1.44453 0.42121 0.249
H 1.85830 -2.67438 1.30610 0.239
H 2.34202 -3.11281 -0.51174 0.235
H -0.92266 -2.15622 -0.47742 0.223
H -0.00673 -3.28616 -1.41387 0.237
H -0.05444 -3.39964 0.28332 0.212
H -1.65681 1.66557 1.40742 0.230
H -2.15730 2.92221 0.26219 0.227
H -1.41476 1.38688 -1.67977 0.209
H -0.15124 1.91286 -0.65980 0.195
H 1.13147 -1.22303 -1.19075 0.428
H -0.67376 -1.45591 1.79302 0.491
```

Results
Charge: +1
HOMO energy (alpha / beta) in eV: -12.4453 / -12.4462
HOMO-LUMO gap (alpha / beta) in eV: 8.950 / 8.951



According to the calculations, the structures order from most to least stable as run A, run B.